144
Properties=species:S:1:pos:R:3:forces:R:3 method="wB97M-V/def2-TZVPD" s_squared=0.792 total_charge=-2 de_lowest_ev=0.124 spin_multiplicity=2
Hg -0.034 -0.275 0.323 0.263 -0.059 0.318
O -1.191 -5.039 4.477 -0.001 -0.032 0.004
C -0.936 -4.086 3.538 -0.009 0.072 -0.089
C -1.315 -4.246 2.211 -0.094 -0.019 0.053
C -1.043 -3.223 1.325 0.198 0.014 -0.286
N -0.407 -2.121 1.698 -0.015 0.313 0.292
C -0.003 -1.976 2.963 0.110 -0.048 -0.034
C -0.267 -2.934 3.924 0.011 -0.107 0.033
C 0.860 -0.747 3.321 0.058 0.042 -0.167
O 1.168 -0.629 4.507 -0.076 0.011 -0.003
O 1.200 -0.023 2.340 0.028 0.016 0.295
C -1.461 -3.309 -0.148 -0.399 -0.002 0.296
O -1.802 -4.413 -0.579 0.130 0.130 0.003
O -1.475 -2.184 -0.732 0.240 -0.119 -0.236
H -1.624 -5.783 4.044 0.009 0.019 0.013
H -1.825 -5.129 1.842 0.032 -0.011 -0.004
H 0.090 -2.783 4.932 -0.017 0.017 -0.017
Br 3.317 6.185 4.850 -0.034 -0.021 -0.040
C 3.210 6.114 2.943 0.044 0.008 0.052
C 2.636 7.173 2.250 -0.001 -0.024 -0.031
C 2.610 7.149 0.870 -0.037 -0.054 0.068
C 3.154 6.074 0.127 0.288 -0.061 -0.013
C 3.689 4.992 0.877 -0.102 0.047 -0.037
C 3.728 5.023 2.261 -0.087 0.026 -0.065
N 3.248 6.240 -1.230 -0.431 -0.124 -0.072
N 3.435 5.222 -2.063 0.161 0.032 -0.004
C 2.943 3.952 -1.822 0.053 0.034 0.089
C 3.673 2.871 -2.311 -0.043 0.055 0.119
C 3.299 1.542 -2.100 -0.023 -0.031 -0.013
C 2.147 1.185 -1.405 0.011 -0.161 0.018
O 1.787 -0.061 -1.182 0.241 0.140 0.232
C 1.326 2.270 -0.971 0.033 -0.018 -0.089
N 0.144 1.938 -0.382 -0.346 -0.071 0.031
C -0.746 2.870 -0.131 -0.153 -0.010 0.036
C -0.516 4.222 -0.401 0.067 0.043 -0.053
C 0.703 4.597 -0.914 -0.133 -0.010 0.069
C 1.681 3.632 -1.206 0.042 -0.017 -0.014
H 2.212 8.007 2.795 0.012 0.008 -0.015
H 2.168 7.972 0.320 0.057 0.012 -0.009
H 4.097 4.136 0.357 0.031 -0.006 0.002
H 4.147 4.190 2.812 0.022 0.021 -0.004
H 4.598 3.099 -2.827 -0.005 -0.021 -0.011
H 3.937 0.744 -2.465 0.007 0.005 0.001
H -1.695 2.537 0.273 0.014 -0.036 0.035
H -1.287 4.952 -0.189 0.006 -0.024 0.000
H 0.908 5.637 -1.130 0.078 0.010 0.021
O -3.038 0.078 -0.585 0.159 0.138 -0.012
As -3.132 -0.810 -1.974 -0.512 0.218 -0.377
C -4.123 -2.464 -1.841 0.121 -0.092 0.169
C -5.097 -2.517 -0.851 0.062 0.133 -0.015
C -5.818 -3.684 -0.637 0.053 -0.046 -0.081
C -5.577 -4.792 -1.440 -0.043 0.039 0.033
C -4.619 -4.732 -2.441 0.010 0.003 -0.017
C -3.878 -3.575 -2.633 0.020 0.057 -0.011
C -1.702 -0.923 -3.260 0.080 -0.171 -0.014
C -2.048 -1.334 -4.545 -0.005 0.054 0.030
C -1.062 -1.492 -5.509 0.001 0.027 -0.008
C 0.261 -1.214 -5.192 -0.075 -0.001 0.056
C 0.597 -0.781 -3.916 0.156 0.009 -0.062
C -0.380 -0.644 -2.941 -0.441 0.003 -0.146
C -4.392 0.222 -3.089 0.010 0.007 0.031
C -5.633 -0.252 -3.500 0.044 -0.008 0.005
C -6.471 0.544 -4.276 -0.014 0.033 0.004
C -6.077 1.824 -4.634 -0.015 -0.013 0.007
C -4.841 2.309 -4.221 -0.027 0.008 -0.009
C -4.004 1.510 -3.459 0.011 -0.024 0.104
H -5.270 -1.634 -0.248 -0.047 -0.043 0.166
H -6.545 -3.737 0.164 -0.045 0.059 -0.014
H -6.132 -5.708 -1.275 0.013 0.001 0.000
H -4.416 -5.605 -3.049 0.005 0.012 0.001
H -3.095 -3.550 -3.379 0.047 -0.039 0.038
H -3.086 -1.520 -4.796 -0.006 -0.020 -0.034
H -1.327 -1.824 -6.506 -0.018 0.002 0.008
H 1.033 -1.335 -5.943 0.001 0.013 0.013
H 1.625 -0.556 -3.667 -0.044 0.025 0.094
H -0.102 -0.318 -1.946 0.025 -0.095 -0.624
H -5.946 -1.252 -3.224 -0.014 -0.018 -0.013
H -7.428 0.158 -4.607 -0.004 0.001 0.027
H -6.730 2.445 -5.237 0.008 -0.004 0.002
H -4.531 3.309 -4.500 0.022 -0.007 0.006
H -3.039 1.884 -3.136 0.003 0.043 -0.021
C 2.800 -5.164 4.163 0.013 0.019 -0.010
C 2.136 -5.506 2.992 0.012 0.020 0.012
C 2.174 -4.651 1.900 -0.010 0.060 -0.053
C 2.893 -3.454 1.943 -0.054 -0.020 0.049
C 3.539 -3.115 3.130 -0.020 -0.004 -0.032
C 3.495 -3.964 4.229 -0.021 -0.018 -0.012
As 2.713 -2.204 0.428 0.257 -0.327 0.085
C 4.271 -1.075 0.817 0.031 0.012 0.058
C 5.565 -1.596 0.815 -0.004 0.014 -0.009
C 6.654 -0.784 1.091 -0.013 0.027 0.006
C 6.462 0.564 1.373 -0.023 -0.040 -0.010
C 5.179 1.088 1.386 0.028 0.000 0.019
C 4.088 0.272 1.112 -0.096 -0.052 -0.023
C 3.637 -3.277 -0.956 0.005 0.102 -0.072
C 3.940 -2.579 -2.128 -0.067 -0.011 0.011
C 4.609 -3.195 -3.174 -0.015 -0.018 0.006
C 4.974 -4.533 -3.076 -0.011 0.015 0.024
C 4.662 -5.241 -1.926 0.003 0.031 -0.010
C 4.000 -4.617 -0.872 0.023 0.047 0.025
H 2.758 -5.819 5.025 -0.001 0.004 -0.008
H 1.566 -6.427 2.936 0.009 0.001 -0.004
H 1.617 -4.909 1.003 -0.018 -0.011 0.002
H 4.060 -2.169 3.207 0.019 0.001 0.001
H 3.996 -3.677 5.146 -0.020 0.014 -0.008
H 5.723 -2.647 0.598 -0.002 -0.005 -0.028
H 7.654 -1.203 1.084 -0.003 0.001 0.002
H 7.312 1.202 1.586 -0.005 0.003 -0.011
H 5.024 2.137 1.608 -0.028 -0.012 -0.015
H 3.086 0.677 1.148 0.012 0.027 0.001
H 3.634 -1.540 -2.201 0.013 -0.009 -0.030
H 4.846 -2.633 -4.070 -0.015 0.007 0.014
H 5.497 -5.019 -3.892 -0.008 0.003 0.003
H 4.942 -6.285 -1.839 -0.007 -0.001 0.008
H 3.787 -5.182 0.025 0.004 -0.019 0.034
C -8.809 1.938 -0.561 0.019 -0.020 0.027
C -7.669 0.995 -0.207 -0.057 0.129 0.102
S -7.382 0.922 1.571 0.097 -0.104 0.071
O -7.235 -0.469 1.943 0.036 0.048 -0.109
O -8.379 1.715 2.250 -0.026 0.028 0.005
C -5.791 1.706 1.772 -0.015 -0.116 0.041
C -5.195 1.408 3.157 -0.043 0.109 -0.146
N -3.741 1.372 3.063 -0.045 0.118 0.159
C -3.021 0.358 2.523 -0.015 -0.051 -0.053
N -1.754 0.691 2.355 -0.003 -0.081 0.153
C -1.617 1.952 2.821 0.219 0.030 0.050
C -2.829 2.406 3.257 -0.097 0.144 -0.172
N -3.138 3.704 3.741 0.058 0.089 0.087
O -2.226 4.513 3.776 -0.363 -0.217 0.037
O -4.296 3.946 4.096 0.348 0.060 -0.110
C -3.568 -0.990 2.236 0.022 -0.162 0.000
H -9.016 1.878 -1.629 0.040 -0.003 -0.033
H -8.561 2.969 -0.312 0.004 -0.009 -0.014
H -9.711 1.675 -0.011 -0.007 0.000 -0.024
H -6.728 1.297 -0.667 0.003 -0.080 -0.063
H -7.874 -0.038 -0.485 0.007 -0.021 -0.047
H -5.939 2.774 1.618 0.059 0.007 -0.060
H -5.150 1.299 0.985 0.066 -0.028 -0.010
H -5.551 0.453 3.535 0.072 -0.071 -0.045
H -5.465 2.193 3.849 -0.048 -0.106 0.090
H -0.666 2.462 2.838 -0.046 0.001 -0.027
H -4.653 -1.002 2.153 -0.023 0.009 -0.026
H -3.271 -1.676 3.035 -0.023 0.029 0.051
H -3.133 -1.355 1.308 -0.007 0.111 -0.066